Molecular formula: C53H121N5O14
Method: DFT, the ωB97M-V functional and the def2-TZVPD basis

**SMILES**: CC1(C)CCCC(C)(C)N1O.CC1(C)CCCC(C)(C)N1O.CC1(C)CCCC(C)(C)N1O.CC1(C)CCCC(C)(C)N1O.CC1(C)CCCC(C)(C)N1O.OCCO.OCCO.OCCO.OCCO.O
**Kohn-Sham gap**: 7.9 eV
**Net charge**: 0
**Energy above the lowest of the compared OMol25 structures with the same formula, charge and spin**: 0.000 eV
**Highest occupied orbital energy**: -7.82 eV

Cartesian coordinates (Å):
O -3.676777 2.934350 -5.372740
O -5.539454 3.019702 -2.151081
O 3.833652 -1.830411 -0.953086
O 0.739571 -1.826777 -1.068006
O 0.074000 2.258756 -6.283191
O 6.162036 -0.466404 -1.940027
O 0.248171 4.814674 -3.901937
O -0.261124 -3.620108 -4.693228
O -3.896964 2.675659 2.738680
O 3.022441 5.409300 -2.662651
O -7.073448 0.286176 -1.594289
O 5.378912 4.147250 2.928326
O 1.719068 -3.767648 3.742016
O -4.834447 1.355914 -0.210484
N -4.522630 3.969357 2.755217
N 2.087007 -4.873448 3.026504
N 0.469147 -0.469220 -0.775924
N 4.223838 3.800056 3.573873
N 0.339066 -4.505343 -3.756641
C 1.697014 -4.963068 -4.119647
C 1.256094 -6.988688 -2.533076
C -0.268999 1.717509 -1.626194
C -0.328021 -0.274090 0.511490
C -5.384695 0.064545 0.005399
C 3.193852 2.316551 5.187798
C 2.769509 -6.833688 0.871942
C -1.714574 -0.966495 0.552152
C -5.884087 6.313098 1.923688
C 4.461058 2.617327 4.343135
C 0.536892 -0.819187 1.688839
C 1.286304 0.438600 -2.975558
C -1.747507 -4.648903 -2.408144
C 2.956018 3.983978 2.803370
C -6.003023 3.963973 2.769938
C -0.676764 -5.438470 -3.226245
C -3.694613 5.040108 2.078669
C 2.262181 -5.941779 -3.073881
C 1.875074 -5.676801 -5.525175
C 1.881817 2.330087 4.504922
C 2.820951 5.371840 2.261038
C -3.640174 4.857802 0.519834
C 0.104174 0.298458 -1.969684
C 1.530887 4.240989 -4.127296
C 4.401212 -4.385399 3.546813
C 3.891477 -6.119068 1.716763
C 4.981134 0.266013 -1.499736
C -6.626861 3.296715 1.558221
C 4.800112 1.348655 3.489874
C 4.165998 -0.532034 -0.466961
C -1.301982 -6.338968 -4.282956
C 2.929257 2.995336 1.576463
C -4.402108 6.423716 2.298854
C 0.022666 -6.085287 3.601143
C 0.970949 -5.684969 2.446163
C 5.748784 2.777984 5.301324
C -4.497257 2.663939 -2.995496
C -1.114157 -0.284992 -2.711078
C -4.685154 3.197488 -4.423703
C -2.255377 5.068940 2.711520
C 0.163342 -4.941032 1.427842
C -1.216761 1.941641 -0.420281
C 3.421560 -4.770116 2.398783
C 3.514987 -3.655027 1.307986
C 2.795149 5.048417 -3.982016
C -6.537922 5.390528 2.887945
C -0.572164 1.222908 0.753770
C -6.452899 3.178313 4.030606
C 1.776580 3.707124 3.720562
C -0.034518 -6.384566 -2.094673
C 2.632336 -3.729917 -4.124663
C -5.937208 -0.518837 -1.251567
C 1.589269 -7.007175 1.814246
H -2.559197 -5.306574 -2.097149
H -5.672152 2.972568 -4.827854
H -6.034359 -1.603763 -1.291613
H 1.756672 5.546906 2.103612
H -3.019394 3.974315 0.370958
H -1.574755 5.613404 2.056979
H 4.094068 -6.807586 2.537125
H 1.696782 -1.842016 -1.139475
H 0.376705 1.748106 0.862994
H -6.237211 2.286879 1.429802
H -0.661026 -5.527830 1.022639
H -0.749622 -7.161106 -1.823163
H -5.847968 3.428149 4.902237
H 1.683256 3.313509 -3.575322
H -6.116954 0.102957 0.811873
H 2.630280 1.973501 1.810034
H 1.575119 -0.615273 1.426901
H 4.394958 -5.290386 4.154305
H 3.194818 3.014284 6.025221
H 2.224813 -2.881709 -4.674724
H 3.949302 2.769647 1.265529
H -3.716249 3.620985 -6.042505
H 0.046992 3.156954 -5.953454
H 0.343216 -0.422214 2.685327
H 6.023391 -0.649594 -2.872135
H 5.343275 0.640649 4.115812
H -2.201176 1.676291 -0.805774
H 6.660026 2.648101 4.717494
H -1.258346 1.348935 1.591253
H -7.610017 5.325298 2.702290
H 2.409324 6.118805 -2.456983
H 2.312776 3.246677 0.713396
H -2.247302 5.585062 3.671543
H -2.437928 -0.703072 -0.219504
H 5.456092 -4.233480 3.318223
H 5.371757 1.028091 -0.825372
H -1.684368 -5.846461 -5.177003
H -1.311067 3.016996 -0.269196
H -1.923868 0.421733 -2.892748
H 1.081367 2.273853 5.242631
H 2.744587 -3.393374 -3.094009
H 5.746332 3.751683 5.791207
H 1.945056 -0.429790 -2.969014
H 1.700607 4.538392 4.421515
H -6.465454 3.975445 0.720743
H 1.959773 1.258908 -2.727313
H -2.106387 -3.826863 -3.027469
H 3.948652 0.946708 2.940728
H 2.783414 5.850211 -4.720316
H 3.198010 -0.043756 -0.354268
H -7.428559 3.592543 4.284770
H -6.646257 1.128805 -1.764850
H 0.216735 -5.781036 -1.222483
H 0.799739 -7.419293 1.185832
H -4.623322 4.749518 0.061783
H -0.822633 2.080135 -6.566722
H 0.601575 2.351863 -1.459477
H 0.397089 -6.866774 4.262347
H -1.270235 -4.158149 -1.559922
H 3.170684 6.071614 3.020054
H 1.682554 -7.569973 -1.715558
H 3.132317 -7.799349 0.519850
H 2.873142 -5.538157 -5.940787
H 3.720604 4.560309 -4.287569
H -0.583406 -7.046872 -4.696007
H -3.166520 5.669551 -0.032270
H 4.540454 -3.493886 0.975523
H 5.427984 5.103572 2.996444
H 1.866267 -7.775052 2.536555
H 3.053781 -6.537581 -3.528274
H -4.738395 4.272888 -4.254051
H -5.416719 2.524697 -1.337748
H 5.593372 1.501087 2.758026
H -3.539538 2.918443 -2.541518
H -0.855047 -6.590128 3.197591
H -4.399125 6.691804 3.355364
H -6.249692 5.727074 3.883818
H 1.749452 1.460065 3.861783
H 3.167249 -2.738415 1.784437
H -4.476543 1.720749 0.602170
H 1.455315 3.804367 -5.123168
H -0.631369 2.240735 -2.511073
H -2.218087 -0.835967 1.510037
H 4.387777 0.718453 -2.294288
H 1.557795 -6.717805 -5.463925
H 1.157605 -7.696235 -3.356342
H 4.785358 -0.632471 0.424334
H 0.754699 -4.388819 0.697468
H 4.834486 -5.885026 1.222731
H -0.151560 -2.811841 -4.186957
H 2.385608 -6.272750 0.019847
H 2.722862 -5.336667 -2.293039
H -7.686287 3.113247 1.737293
H -4.746211 -0.724677 0.402340
H 1.057108 0.720573 -4.003210
H -4.009401 7.230954 1.680590
H -1.671614 -2.017278 0.265615
H -3.605625 2.506599 3.637644
H 5.825094 2.095237 6.147569
H -1.880095 4.046093 2.743695
H -5.852239 5.991083 0.882827
H 2.880076 -3.897932 0.455930
H 3.455302 5.584172 1.400450
H 3.624441 -4.019392 -4.471115
H 0.477401 -1.903308 1.785002
H -0.265524 -5.197863 4.164621
H -6.367713 2.093575 3.965878
H -0.304871 -4.049826 1.845737
H -4.456317 1.609297 -3.267809
H 0.818038 3.675959 3.202568
H 1.600962 -3.092515 3.069814
H 3.323689 1.285933 5.518037
H -6.231814 7.340988 2.026759
H 4.582934 -2.044761 -1.513649
H 0.019761 5.442737 -4.591106
H -0.800215 -0.591803 -3.708785
H 1.075074 -5.245089 -6.126612
H 3.999324 -3.543991 4.111283
H -1.506561 -1.218123 -2.306883
H -2.155476 -6.819685 -3.804874
H -5.185236 -0.361237 -2.024745

Cartesian forces, eV/Å:
O 0.6 -0.8 0.4
O -0.9 0.6 -0.8
O -0.1 0.2 -0.3
O -1.0 0.2 0.0
O 0.3 -0.2 -0.1
O -1.4 0.2 -0.1
O 0.4 0.2 1.2
O 0.6 -0.4 0.1
O -0.8 0.5 -1.1
O 0.0 0.9 0.7
O 0.0 -1.1 -0.3
O 0.9 0.3 -1.7
O -0.5 0.7 0.0
O 0.4 -0.8 -0.4
N 1.1 1.6 0.6
N 0.9 -3.0 -0.6
N 0.4 1.5 1.4
N -1.9 1.1 1.8
N 0.3 -1.0 1.3
C 0.9 -0.4 -1.2
C 1.0 0.0 -0.9
C 0.1 2.1 0.8
C -0.3 -0.5 -0.1
C 0.0 -1.6 1.5
C 1.6 -0.7 0.5
C 0.7 1.5 1.0
C -0.1 -0.7 -1.1
C 1.5 0.9 -0.2
C 0.7 -1.8 0.6
C 0.4 -0.3 -0.8
C 0.9 -0.1 0.5
C 0.8 0.5 -1.2
C 0.5 -2.4 -1.4
C 0.4 -1.5 0.6
C 0.3 -0.6 1.6
C -0.3 0.8 -0.5
C -0.5 -0.2 0.8
C -2.0 0.7 0.8
C -0.5 2.0 -1.2
C 0.6 0.9 0.6
C 0.6 -0.6 0.8
C -0.7 0.1 -1.0
C 0.2 -1.8 -1.6
C -0.5 -1.2 0.0
C -1.5 0.4 0.6
C 0.8 0.0 1.8
C 0.0 -0.1 0.2
C 0.7 0.3 -0.1
C -0.1 -0.4 -1.5
C -0.3 0.1 -0.3
C 0.4 -0.9 0.3
C -0.6 -1.2 0.3
C 0.0 -0.4 -0.4
C 1.4 -0.9 0.9
C -1.0 0.6 -0.5
C 1.0 -1.5 -1.8
C 0.0 -1.1 -1.0
C -0.9 2.8 0.8
C -1.0 -0.1 -1.0
C -0.4 1.5 -0.3
C 0.6 -0.2 -2.1
C 0.9 0.6 -1.1
C -0.6 -0.6 0.9
C 0.0 0.2 -0.9
C 0.4 -0.7 -0.1
C -0.7 0.3 -0.9
C 0.4 0.9 0.3
C -0.5 -1.5 1.0
C 0.1 1.1 -1.3
C -0.4 -0.1 0.6
C 0.2 1.7 -0.8
C -0.6 0.3 -0.3
H 0.0 0.1 0.0
H -0.1 -0.7 0.2
H -1.0 0.2 0.6
H 0.2 0.2 -0.5
H -0.3 -0.2 -0.5
H -0.1 0.1 -0.1
H 0.2 -0.2 0.1
H 0.5 -0.2 0.1
H 0.1 -0.1 0.6
H 0.3 0.3 -0.3
H 0.3 0.0 -0.3
H -0.2 0.2 0.0
H 0.3 0.3 -0.1
H -0.7 0.3 0.9
H -0.7 0.3 -0.3
H -0.5 0.1 0.6
H 0.2 0.2 0.2
H 0.0 0.2 0.6
H 0.0 -0.1 0.2
H 0.1 -0.2 -0.4
H 0.2 0.7 -0.4
H -0.1 0.0 0.1
H -0.2 0.1 0.2
H -0.4 0.4 -0.2
H 0.2 -0.1 -0.1
H -0.8 -0.5 0.3
H -0.3 -0.7 0.8
H -0.1 0.2 0.0
H 0.5 -0.1 0.5
H -0.1 0.1 0.5
H -0.1 0.0 0.3
H 0.1 0.6 0.1
H -0.1 -0.4 0.1
H 0.2 1.1 -0.1
H -0.2 0.3 -0.7
H 0.1 0.7 -0.6
H -0.1 0.6 0.2
H 0.3 0.0 0.3
H 0.0 0.0 0.3
H -0.1 0.1 0.0
H 0.0 0.1 0.1
H 0.0 0.3 -0.3
H -0.2 -0.4 -0.2
H 0.1 -0.1 0.4
H -0.3 -0.6 -0.4
H 0.0 0.1 0.7
H -0.5 -0.1 -0.1
H 0.1 -0.3 0.4
H -0.2 0.9 0.3
H 0.2 0.4 0.7
H -0.4 -0.8 0.0
H -0.5 0.5 -0.4
H -0.4 0.2 0.1
H -0.4 -0.2 0.2
H 0.1 -0.4 0.2
H -0.3 -0.1 0.0
H 0.6 -0.3 0.5
H 0.7 0.4 0.2
H 0.0 -0.2 0.2
H -0.2 0.2 0.3
H 0.3 0.1 0.0
H -0.1 0.0 0.0
H -0.2 -0.1 0.0
H -0.4 -1.0 -0.1
H 0.0 -0.3 0.4
H 0.2 0.2 0.4
H -0.1 -0.1 0.0
H 0.1 0.1 0.1
H -0.2 0.3 0.5
H 0.2 0.3 -0.1
H 0.0 0.5 -0.3
H 0.3 -0.2 0.6
H -0.1 0.8 -0.3
H 0.3 0.3 -0.3
H -0.3 0.4 -0.3
H 0.5 0.2 0.1
H -0.6 0.2 0.2
H 0.1 0.1 -0.3
H 0.0 0.4 -0.3
H 0.1 0.0 0.4
H 0.8 0.3 -0.4
H -0.5 -0.4 -0.3
H 0.2 -0.1 0.1
H 0.1 -0.3 -0.2
H 0.5 -0.2 0.1
H -0.5 -0.2 0.0
H -0.3 0.1 0.3
H 0.3 -0.8 -0.7
H -0.1 -0.2 -0.3
H -0.3 0.5 -0.3
H 0.5 0.3 -0.2
H -0.1 -0.2 0.4
H -0.2 0.4 -0.1
H 1.3 0.5 0.0
H -0.8 -0.5 0.0
H 0.7 -0.3 0.2
H 0.6 -0.4 0.7
H -0.1 0.2 0.2
H -0.6 -0.5 -0.3
H 0.1 0.1 0.4
H -0.9 0.2 0.0
H 0.1 0.2 -0.1
H -0.4 -0.3 -0.3
H 0.0 0.1 -0.2
H -0.2 -0.1 -0.3
H -0.1 -0.2 0.0
H -0.6 0.0 -0.4
H -0.4 -0.1 0.8
H 0.0 -0.8 1.0
H 0.2 0.3 -0.6
H -0.3 0.8 0.0
H 0.3 0.1 0.7
H -0.6 -0.1 -0.4
H 0.2 -0.5 -0.2
H 0.3 0.1 -0.1
H 0.0 0.1 -0.2
H 0.4 0.3 -0.7
H 0.2 -0.1 0.0
H 0.0 0.2 0.5
H 0.1 -0.5 -0.2
H 0.4 0.1 -0.2

=====

Molecular formula: CH4N2O2
Method: DFT, the ωB97M-V functional and the def2-TZVPD basis

**SMILES**: CONN=O
**Kohn-Sham gap**: 9.6 eV
**Net charge**: 0
**Energy above the lowest of the compared OMol25 structures with the same formula, charge and spin**: 5.698 eV
**Highest occupied orbital energy**: -9.56 eV

Cartesian coordinates (Å):
O 2.846711 -0.449259 0.052745
O -0.604991 0.818789 0.186747
N 1.068313 0.746315 0.041193
N 1.682403 -0.322451 0.314115
C -1.362437 -0.390831 -0.057742
H -1.208256 -1.089732 0.798883
H 1.164350 1.707812 -0.396075
H -1.104861 -0.760771 -0.994118
H -2.481228 -0.259868 0.054248

Cartesian forces, eV/Å:
O 1.5 0.5 -0.2
O 2.4 0.0 0.1
N -4.9 2.2 -0.6
N -1.7 -1.1 0.3
C 0.0 0.1 3.0
H 0.5 0.1 -0.9
H 0.7 -1.7 0.5
H 0.3 -1.0 -1.6
H 1.3 1.0 -0.5